The following is a quantum chemistry calculation of a 8-piece molecular cluster, C24H51BBr15NO3P overall, from the OMol25 dataset.

The value obtained for the HOMO energy is -11.0118 eV. The spin multiplicity is 1. Its charge is +1. Its energy is -1093950.2817 eV. The calculation puts the LUMO energy at -2.336 eV.

Structure (XYZ):
```
96
Properties=species:S:1:pos:R:3:forces:R:3
C 3.146 0.240 2.138 0.1 0.0 -0.1
C 2.391 -0.934 1.548 0.2 -0.5 0.0
O 2.458 -2.057 2.032 -0.3 0.6 0.0
N 1.587 -0.669 0.459 -0.2 0.6 0.7
C 0.218 -1.180 0.452 0.0 -0.4 -0.4
C -0.627 -0.800 1.686 -0.1 0.2 0.0
C -2.044 -0.379 1.264 0.2 -0.2 -0.1
C -3.003 -0.195 2.460 0.3 -0.2 0.2
P -3.363 1.501 2.908 0.0 0.0 -0.2
C -4.509 2.278 1.784 -0.4 0.0 0.0
B -4.046 2.317 0.250 0.1 0.0 -0.4
O -4.225 1.174 -0.484 -0.3 0.5 0.1
O -3.484 3.470 -0.230 0.2 -0.7 0.5
C -1.886 2.516 3.242 0.1 0.2 0.2
C -1.450 3.601 2.236 -0.1 0.2 0.4
C -0.636 4.680 2.954 0.2 0.0 -0.1
Br -0.362 2.830 0.811 0.0 0.0 0.0
H 4.017 -0.111 2.699 -0.1 0.1 -0.2
H 3.451 0.966 1.374 0.0 -0.2 0.2
H 2.464 0.747 2.835 0.1 -0.1 -0.1
H 1.682 0.274 0.108 -0.1 0.0 0.0
H 0.255 -2.272 0.341 -0.1 0.2 0.0
H -0.254 -0.785 -0.459 0.1 -0.1 0.2
H -0.695 -1.645 2.384 0.1 0.2 -0.1
H -0.129 0.034 2.210 -0.2 -0.2 -0.1
H -2.469 -1.149 0.612 0.1 0.2 0.1
H -1.969 0.530 0.656 -0.1 -0.2 0.1
H -3.970 -0.700 2.307 0.2 0.2 0.0
H -2.558 -0.641 3.365 -0.2 0.0 -0.2
H -4.017 1.426 4.142 0.0 0.0 0.0
H -4.738 3.289 2.151 0.1 -0.2 -0.1
H -5.428 1.673 1.858 0.2 0.1 0.0
H -4.267 1.343 -1.438 0.3 -0.1 0.1
H -2.747 3.257 -0.833 -0.4 0.5 -0.4
H -1.055 1.828 3.456 -0.2 0.2 0.0
H -2.125 3.031 4.187 0.1 -0.1 -0.2
H -2.312 4.055 1.740 0.2 -0.2 0.0
H 0.112 4.230 3.620 -0.2 0.1 -0.1
H -1.310 5.324 3.534 0.1 -0.2 0.0
H -0.102 5.309 2.234 -0.2 -0.1 0.1
Br -4.676 3.489 -3.703 0.0 0.0 0.0
C -3.658 5.126 -4.006 0.0 0.0 0.0
C -2.191 4.853 -4.198 -0.1 -0.1 0.0
Br -1.331 4.369 -2.521 0.2 0.0 0.0
H -3.851 5.764 -3.149 0.0 0.0 0.0
H -4.075 5.575 -4.905 0.0 0.0 0.0
H -1.677 5.744 -4.552 0.0 0.0 0.0
H -2.005 4.029 -4.881 0.0 0.0 0.0
Br 1.609 -5.330 -0.886 -0.1 0.0 0.1
C 2.242 -5.059 0.932 0.0 0.0 0.0
C 2.341 -6.349 1.700 0.0 0.0 0.0
Br 0.597 -7.016 2.247 0.0 0.0 0.0
H 1.572 -4.346 1.398 0.0 0.0 0.0
H 3.227 -4.611 0.829 0.0 0.0 0.0
H 2.900 -6.194 2.619 0.0 0.0 0.0
H 2.805 -7.139 1.117 0.0 0.0 0.0
Br -2.456 5.346 -7.782 0.0 0.0 0.0
C -3.356 3.839 -8.621 0.0 0.0 0.0
C -3.942 2.898 -7.602 0.0 -0.1 0.0
Br -2.585 1.817 -6.722 0.0 0.1 0.0
H -2.621 3.356 -9.256 0.0 0.0 0.0
H -4.145 4.271 -9.233 0.0 0.0 0.0
H -4.621 2.196 -8.081 0.0 0.0 0.0
H -4.468 3.427 -6.814 0.0 0.0 0.0
Br 1.637 -1.800 -2.593 0.0 0.0 -0.1
C 0.221 -1.761 -3.918 0.0 0.0 0.0
C 0.324 -0.562 -4.826 -0.1 0.0 0.0
Br -0.227 1.074 -3.916 0.1 0.0 0.1
H -0.719 -1.760 -3.373 0.0 -0.1 0.0
H 0.308 -2.683 -4.488 0.0 0.0 0.0
H -0.349 -0.667 -5.674 0.0 0.0 0.0
H 1.337 -0.394 -5.177 0.0 0.0 0.0
Br 5.687 -4.833 -0.587 0.0 0.1 0.0
C 6.548 -3.452 0.477 0.0 0.0 0.0
C 5.596 -2.391 0.955 -0.1 0.0 0.1
Br 5.025 -1.166 -0.441 0.1 -0.1 -0.2
H 7.347 -3.051 -0.140 0.0 0.0 0.0
H 6.971 -3.959 1.341 0.0 0.0 0.0
H 6.090 -1.775 1.703 0.0 0.0 0.0
H 4.683 -2.804 1.379 0.0 0.0 0.0
Br -2.641 -3.877 3.334 0.0 0.0 0.0
C -4.497 -4.262 2.911 0.0 0.0 0.0
C -4.693 -4.588 1.453 0.1 0.0 0.0
Br -4.483 -2.999 0.351 -0.1 0.0 -0.1
H -5.066 -3.384 3.204 -0.1 -0.1 0.0
H -4.788 -5.107 3.530 0.1 0.0 0.0
H -5.701 -4.957 1.279 0.0 0.0 0.0
H -3.966 -5.304 1.083 0.0 0.0 0.1
Br 7.275 0.862 2.168 0.0 0.0 0.0
C 8.404 0.520 3.713 0.0 0.0 0.0
C 8.812 -0.927 3.803 0.0 0.0 0.0
Br 7.348 -2.076 4.366 0.0 0.0 0.0
H 7.846 0.846 4.585 0.0 0.0 0.0
H 9.287 1.144 3.588 0.0 0.0 0.0
H 9.597 -1.055 4.544 0.0 0.0 0.0
H 9.149 -1.311 2.844 0.0 0.0 0.0
```
Positions in Å, forces in eV/Å.

Löwdin population analysis, charges in e, atoms 1 to 2: C -0.02; C -0.58



The following is a quantum chemistry calculation of a 2-piece molecular cluster, C24H51BINO2 overall in a non-equilibrium geometry, from the OMol25 dataset.

The value obtained for the HOMO energy is -6.5324 eV. The spin multiplicity is 1. Its energy is -40076.8469 eV. The calculation puts the LUMO energy at -0.765 eV.

Structure (XYZ):
```
80
Properties=species:S:1:pos:R:3:forces:R:3
C -1.901 -0.320 2.259 0.2 -0.4 0.1
C -0.580 -1.057 2.009 -0.7 0.4 0.1
C 0.108 -1.472 3.301 0.4 0.1 -0.3
C 1.582 -1.780 3.004 -0.1 0.3 0.2
C 2.336 -0.459 2.731 -0.3 -0.6 0.1
C 3.281 -0.573 1.550 0.9 0.2 0.2
C 4.054 0.729 1.244 -0.9 -0.2 -0.1
B 3.427 1.571 -0.003 1.9 0.0 -0.1
I 1.249 2.167 0.386 -0.6 0.1 -0.1
C 4.284 2.934 -0.327 -0.8 -0.4 0.4
C 4.467 3.861 0.866 0.2 0.3 0.0
C 5.020 5.238 0.457 0.1 0.0 -0.3
C 5.347 6.079 1.651 -0.5 0.5 0.0
O 4.564 6.838 2.184 0.5 -0.5 -0.1
O 6.609 5.874 2.110 -0.4 -0.1 0.0
C 6.831 6.238 3.469 0.5 0.0 0.5
C 6.409 5.130 4.414 0.2 0.3 0.1
H -2.638 -1.001 2.693 -0.1 0.0 0.0
H -2.305 0.108 1.342 -0.1 0.1 0.0
H -1.731 0.481 2.976 -0.1 0.2 -0.1
H -0.762 -1.907 1.345 0.2 -0.2 0.1
H 0.074 -0.361 1.481 0.0 -0.1 -0.1
H -0.400 -2.278 3.835 -0.1 -0.1 -0.1
H 0.087 -0.594 3.951 0.0 -0.1 0.2
H 1.667 -2.394 2.103 -0.1 -0.2 0.0
H 2.023 -2.354 3.821 0.1 0.0 0.0
H 2.884 -0.155 3.625 0.1 0.0 0.0
H 1.577 0.299 2.557 0.2 0.3 -0.1
H 2.769 -0.905 0.643 -0.3 0.0 0.0
H 3.995 -1.366 1.808 0.0 -0.1 -0.1
H 4.105 1.287 2.184 0.1 0.2 0.0
H 5.081 0.481 0.962 0.1 0.1 0.0
H 3.463 0.873 -1.001 -0.5 -0.1 0.0
H 5.268 2.600 -0.671 0.1 0.1 -0.2
H 3.786 3.463 -1.145 0.2 0.1 -0.1
H 5.161 3.407 1.577 0.0 -0.1 0.1
H 3.527 4.018 1.399 -0.1 -0.1 0.0
H 4.271 5.765 -0.130 -0.1 0.0 0.0
H 5.895 5.092 -0.177 0.2 0.0 0.1
H 7.907 6.380 3.569 0.0 0.0 -0.2
H 6.361 7.184 3.725 -0.3 0.0 -0.2
H 5.342 4.930 4.366 -0.1 -0.1 -0.1
H 6.649 5.443 5.432 -0.1 0.0 0.1
H 6.989 4.231 4.215 -0.2 -0.2 -0.1
C -1.631 -0.014 -2.085 -0.1 -0.1 0.1
C -1.523 -1.439 -1.545 0.1 0.3 0.0
C -1.771 -2.525 -2.590 0.1 0.0 0.2
C -3.155 -2.546 -3.214 0.3 0.0 -0.3
N -4.316 -2.855 -2.280 -0.3 -0.1 0.2
C -5.309 -3.743 -2.990 0.1 0.0 -0.1
C -4.700 -5.131 -2.923 0.1 -0.1 0.0
C -4.008 -5.176 -1.552 0.1 0.0 -0.1
C -3.918 -3.717 -1.094 0.0 -0.2 0.1
C -4.980 -1.585 -1.790 -0.1 0.2 0.1
C -5.923 -0.877 -2.755 0.1 0.1 -0.3
C -5.329 -0.205 -3.994 0.0 -0.1 0.0
H -2.636 0.223 -2.446 0.0 0.0 0.0
H -1.389 0.702 -1.300 0.1 0.0 0.0
H -0.933 0.148 -2.906 0.0 0.0 0.0
H -2.188 -1.550 -0.683 0.0 0.0 0.0
H -0.512 -1.574 -1.157 0.0 0.0 0.1
H -1.521 -3.512 -2.190 0.0 0.0 0.0
H -1.068 -2.372 -3.413 -0.1 0.0 -0.1
H -3.182 -3.291 -4.007 0.0 0.0 0.0
H -3.363 -1.586 -3.674 -0.1 0.0 0.1
H -6.239 -3.691 -2.426 0.0 0.0 0.0
H -5.462 -3.374 -4.001 -0.1 0.1 0.0
H -3.972 -5.271 -3.722 0.0 0.0 0.0
H -5.455 -5.904 -3.042 -0.1 0.0 0.0
H -3.027 -5.641 -1.619 0.0 0.0 0.0
H -4.584 -5.752 -0.831 0.0 0.0 0.0
H -2.941 -3.435 -0.727 0.0 0.1 0.0
H -4.640 -3.518 -0.307 0.0 0.1 0.0
H -4.183 -0.926 -1.450 0.0 0.0 0.0
H -5.564 -1.873 -0.917 0.0 -0.1 0.0
H -6.406 -0.104 -2.155 0.0 0.0 0.1
H -6.728 -1.548 -3.059 0.0 0.0 0.1
H -4.464 0.410 -3.743 0.0 0.0 0.0
H -6.073 0.450 -4.445 0.0 0.0 0.0
H -5.041 -0.924 -4.761 0.0 0.0 0.0
```
Positions in Å, forces in eV/Å.

Löwdin population analysis, charges in e, atoms 1 to 2: C -0.11; C -0.30



> What is the energy in the first record?

-1093950.2817 eV



> What is the formula in the first record?

C24H51BBr15NO3P